This record from OMol25 describes 5 unconnected molecules or ions with the total composition C4H19NO5S2 in a non-equilibrium geometry. The level of theory is ωB97M-V with the def2-TZVPD basis set.

## Properties
* energy: -1391.08179 Eh
* Kohn-Sham gap: 9.67 eV
* SMILES: CN[C@@H](CO)CSS.O.O.O.O
* LUMO: 0.5 eV
* largest force on an atom: 4.4 eV/Å
* E_HOMO: -9.198 eV

Atoms and positions in Å:
C (2.5160, -1.4411, 0.3722)
N (1.4327, -0.6384, -0.1404)
C (0.4342, -0.0761, 0.7868)
C (-0.2679, -1.1381, 1.7057)
O (-1.5544, -1.4647, 1.1218)
C (1.0980, 0.9296, 1.7033)
S (-0.1528, 2.0041, 2.3536)
S (-0.4042, 3.5304, 1.0459)
H (3.0730, -1.7505, -0.5036)
H (2.3217, -2.4413, 0.8477)
H (3.0796, -0.7603, 1.1582)
H (1.0173, -1.0998, -0.9132)
H (-0.2837, 0.5028, 0.1606)
H (0.3730, -2.1771, 1.7643)
H (-0.3858, -0.9923, 2.7837)
H (-2.0562, -0.6785, 1.3567)
H (1.6576, 0.4154, 2.6229)
H (2.0418, 1.3559, 1.2692)
H (-1.3739, 3.1748, 0.1452)
O (1.1366, 1.5585, -2.1855)
H (1.2224, 2.2382, -1.5007)
H (1.4549, 0.7561, -1.7319)
O (-2.8605, 0.4408, -0.2601)
H (-2.4113, 0.8233, -1.1254)
H (-3.6387, -0.0573, -0.5124)
O (-1.4374, 0.8402, -2.8540)
H (-0.5240, 1.1731, -2.8108)
H (-1.3324, -0.0583, -2.6471)
O (-1.1491, -1.3965, -1.5436)
H (-1.3873, -1.3050, -0.6229)
H (-1.6391, -2.2678, -1.8464)